ORCA calculation (wB97M-V/def2-TZVPD) on the molecule C3H7N3O.

Results
Structure (SMILES): [H]/N=C(\N)NC(=C)O
F_max, hartree/bohr: 0.084
Total energy, Eh: -357.94121

Element x y z (Å)
C 0.576 0.113 1.204
N -0.546 0.435 -1.827
H 1.263 1.269 -0.249
H -0.893 0.680 2.615
H -0.579 0.113 -2.786
H -0.739 1.364 -1.484
H 1.049 -1.681 1.024
O 0.660 -1.137 1.736
C -0.061 -0.447 -0.938
N -0.115 -1.695 -0.876
N 1.193 0.292 0.009
C -0.429 0.915 1.665
H -0.530 1.933 1.314
H -0.849 -2.153 -1.409


ORCA calculation (wB97M-V/def2-TZVPD) on a 2-piece molecular cluster, C20H36N7O4 overall.

Results
F_max, hartree/bohr: 0.055
Total energy, Eh: -1467.72649
Net charge: +1

Element x y z (Å)
H -1.512 -3.112 -0.066
H 0.208 1.626 2.533
H 2.348 -1.284 -2.684
H 1.462 2.154 1.391
C -1.251 -7.166 2.965
H 0.473 -0.493 1.806
H -0.872 6.534 -5.172
C 1.047 -4.696 0.294
N 2.204 4.438 -2.846
H 0.554 7.571 -4.953
H -2.242 1.669 1.816
C 0.038 6.026 -0.239
N -0.215 3.448 -0.330
O 0.616 -4.351 -0.796
H -0.274 5.320 1.861
H 1.122 5.896 -0.157
C -0.564 2.409 0.660
N -1.837 -6.875 1.656
H -0.170 -7.027 2.939
H 2.959 -5.080 -0.566
N 0.355 -4.624 1.438
C -0.806 5.662 0.971
C 0.221 6.552 -5.168
C 1.527 -1.364 -0.858
O -2.379 -5.666 -0.105
H -2.756 -3.188 1.153
H 0.952 -2.179 1.672
H -2.708 2.639 0.406
O 1.175 2.011 -1.418
H -2.324 -7.622 1.181
C 0.671 3.139 -1.380
H -0.551 1.430 0.169
H 3.013 -4.599 1.148
C -0.844 4.779 -0.277
N 0.415 -1.247 -0.154
H 2.473 -6.233 0.688
H -1.680 6.288 1.175
H 0.581 6.268 -6.161
H -1.358 -4.495 2.637
C 0.470 2.386 1.792
O 2.092 5.408 -3.892
C -1.983 2.550 1.221
H 0.523 3.351 2.301
H -1.042 4.754 -3.261
C 0.989 4.097 -2.480
H -2.069 3.430 1.865
H 2.735 -1.637 0.696
H -0.279 6.889 -0.834
C 0.251 -1.433 1.300
H -0.423 -1.099 -0.689
H -1.246 -1.961 2.753
C 0.766 5.610 -4.137
H 3.505 -1.664 -0.869
N 1.503 -1.229 -2.152
C -1.114 -4.492 1.577
C -1.833 -5.721 0.983
H 0.643 -0.991 -2.609
H -1.458 -8.204 3.233
H -1.762 4.851 -0.873
N 2.682 -1.608 -0.302
H -1.851 -1.051 1.373
C 2.474 -5.181 0.405
H 0.861 -4.898 2.266
H -1.689 -6.520 3.728
C -1.178 -1.857 1.669
C 0.038 4.823 -3.303
C -1.674 -3.161 1.011


ORCA calculation (wB97M-V/def2-TZVPD) on a 4-piece molecular cluster, C22H17F3NO9 overall.

Results
F_max, hartree/bohr: 0.014
Total energy, Eh: -1880.06705
Net charge: -1

Element x y z (Å)
F -5.780 -0.579 -0.516
H -0.120 7.906 0.103
C 3.476 1.210 3.446
O 5.478 2.323 3.991
H -1.159 -8.537 -4.153
O -1.609 -2.530 -1.317
H -0.848 -4.504 -1.141
C -1.296 -1.759 -0.384
C -2.009 -5.538 -2.568
H 4.139 2.368 -0.268
C 4.686 2.010 3.126
H -1.246 0.338 1.218
C -4.851 -0.945 0.410
O -3.780 -0.173 0.399
C 2.604 0.869 2.501
H -1.160 -0.045 -1.651
C -1.037 -7.693 -3.484
C -3.087 -0.056 -0.871
O 1.996 0.980 0.241
H -0.043 0.688 0.165
O -1.694 6.270 1.340
C -0.540 5.998 1.095
H -3.300 0.940 -1.260
H 2.264 7.366 -0.403
H -0.599 4.003 2.001
C 2.808 1.277 1.087
C 0.034 -7.538 -2.714
N -1.046 0.677 0.285
H 3.352 0.925 4.483
F -5.435 -0.844 1.617
C 1.608 6.680 0.116
O 3.364 5.124 0.265
O -3.118 -6.862 -4.182
H 5.766 3.010 1.508
H 0.855 -8.245 -2.707
H 1.716 0.282 2.703
C 4.885 2.417 1.714
H -3.441 -0.803 -1.583
C 2.205 5.381 0.518
C 0.057 4.699 1.495
C -1.604 -0.264 -0.674
H 1.788 3.482 1.517
C -0.940 -5.373 -1.790
C 0.338 6.966 0.385
C 0.168 -6.362 -1.806
C 1.331 4.419 1.232
O 1.159 -6.242 -1.116
O -0.789 -2.030 0.714
H -2.818 -4.819 -2.569
C 4.017 2.076 0.766
F -4.601 -2.243 0.186
C -2.145 -6.700 -3.469


| no. | Kohn-Sham gap (eV) | highest occupied orbital energy (eV) |
| --- | --- | --- |
| 1 | 8.54 | -8.016 |
| 2 | 9.33 | -11.528 |
| 3 | 4.86 | -4.796 |